C32H43N6O10S | ωB97M-V/def2-TZVPD

Results
Calculated total energy   -74126.97529 eV
Gap between HOMO and LUMO   7.42 eV

Geometry as ORCA input:
```
! wB97M-V def2-TZVPD RIJCOSX def2/J DEFGRID3
* xyz -1 1
C 0.979 -0.528 2.400
C 0.452 -2.006 2.183
C 1.424 -2.934 1.392
O 2.527 -3.575 2.146
N 2.504 -3.214 3.477
O 3.482 -2.624 3.776
O 2.177 -2.336 0.303
S 2.913 -3.656 -0.462
O 2.935 -3.616 -1.927
O 4.356 -3.636 -0.137
O 2.024 -4.900 0.223
C 0.790 -4.206 0.642
C -0.209 -4.961 1.583
C -0.926 -6.210 0.938
C -2.148 -6.583 1.928
C -3.517 -5.958 1.450
C -3.659 -4.422 1.752
O -4.995 -3.897 1.561
C -4.945 -2.881 0.600
C -4.200 -1.519 0.787
O -5.557 -3.063 -0.434
C 0.072 -3.915 -0.762
O -0.543 -2.843 -0.937
O 0.151 -4.885 -1.625
H 2.063 -0.457 2.678
H 0.692 0.090 1.510
H 0.393 -0.104 3.274
H 0.101 -2.451 3.159
H -0.486 -1.930 1.549
H 0.317 -5.305 2.516
H -1.005 -4.233 1.891
H -0.253 -7.106 0.881
H -1.398 -6.019 -0.060
H -1.833 -6.236 2.950
H -2.223 -7.712 1.881
H -4.335 -6.494 2.025
H -3.738 -6.147 0.360
H -3.268 -4.194 2.785
H -2.957 -3.889 1.031
H -3.326 -1.594 1.487
H -3.821 -1.172 -0.216
H -4.882 -0.711 1.168
N 1.500 3.228 -0.861
C 2.161 2.139 -0.348
C 1.744 1.028 -1.035
C 0.802 1.459 -2.003
C 0.673 2.819 -1.876
H 1.606 4.176 -0.544
H 2.866 2.252 0.461
H 2.080 0.016 -0.863
H 0.277 0.840 -2.714
H 0.066 3.529 -2.416
N 4.401 4.524 -0.226
C 4.870 5.480 -1.086
C 5.893 6.147 -0.461
C 6.051 5.568 0.823
C 5.119 4.568 0.938
H 3.644 3.886 -0.420
H 4.436 5.603 -2.066
H 6.465 6.960 -0.881
H 6.768 5.851 1.578
H 4.904 3.887 1.746
N -0.108 6.722 -1.860
C -0.894 7.280 -0.888
C -1.894 7.985 -1.507
C -1.708 7.842 -2.906
C -0.601 7.055 -3.093
H 0.704 6.154 -1.695
H -0.673 7.129 0.156
H -2.674 8.541 -1.011
H -2.318 8.267 -3.688
H -0.122 6.706 -3.993
N 5.802 -0.651 -1.408
C 6.421 -0.312 -2.579
C 6.314 1.049 -2.735
C 5.608 1.546 -1.612
C 5.308 0.473 -0.810
H 5.721 -1.588 -1.041
H 6.881 -1.064 -3.199
H 6.701 1.621 -3.564
H 5.348 2.575 -1.414
H 4.786 0.414 0.132
N -7.441 -0.618 -0.443
C -8.666 -0.771 0.144
C -9.150 0.477 0.448
C -8.180 1.420 0.022
C -7.139 0.713 -0.526
H -6.852 -1.371 -0.766
H -9.086 -1.752 0.296
H -10.095 0.689 0.923
H -8.238 2.494 0.107
H -6.211 1.042 -0.966
*
```